1.
Entry from the OMol25 dataset: C46H38N3O8PS2W as an isolated structure (ωB97M-V with the def2-TZVPD basis set).

Structure (XYZ):
```
99
Properties=species:S:1:pos:R:3:forces:R:3:mulliken_charge:R:1
C 0.5757 -2.7065 2.3634 -0.041 -0.005 0.003 0.018
O -1.6945 -2.1705 -2.5444 0.115 0.001 0.043 -0.619
H 3.6822 1.5359 -7.4529 0.001 0.000 0.000 0.387
C 3.9607 1.7975 -6.4399 -0.005 -0.001 0.003 -0.523
C -4.6282 -0.2236 -0.2908 -0.090 -0.049 0.151 0.327
H -1.0724 -3.9116 -0.9828 0.020 0.013 -0.038 0.500
H 0.6577 -4.8347 2.5518 0.003 -0.004 0.019 0.505
H 5.7437 2.8385 -7.0306 0.000 -0.001 0.000 0.382
H -2.2495 0.3027 0.2683 0.068 -0.034 0.082 -0.845
H -3.7038 -4.2833 3.1826 -0.001 -0.006 -0.001 0.421
H -3.6993 -2.1722 1.9117 -0.011 0.005 -0.018 0.404
C -2.5838 2.9756 3.7455 0.013 -0.006 -0.013 -0.802
C 5.1175 2.5283 -6.2042 0.000 0.000 0.001 -0.461
C 3.3740 -2.2890 -1.1805 -0.088 -0.079 -0.032 0.044
N -0.7715 1.8389 -0.4410 0.724 0.320 -0.559 -0.162
H -3.9425 -3.0164 -2.0605 -0.002 -0.007 -0.003 0.440
C 0.1098 2.7672 -0.0610 -0.135 -0.047 0.061 0.240
N 4.2301 -1.3177 -1.4741 -0.048 0.098 0.157 0.334
C -3.1236 -4.2032 2.2720 0.041 -0.016 0.027 -0.742
H -0.0901 -2.6599 6.1660 -0.003 0.000 -0.001 0.438
C -1.6430 -3.9788 -0.0676 -0.024 0.002 0.029 -0.038
H -6.2713 -2.6692 -2.7689 -0.005 -0.002 0.000 0.402
H -3.0869 5.3736 -1.7993 0.002 -0.012 -0.006 0.525
C 2.2471 0.6326 2.6225 -0.007 0.048 -0.022 -0.597
H -1.0720 -6.0127 0.2834 0.002 -0.010 0.001 0.461
C 2.6775 1.3096 -2.9781 0.047 0.012 0.027 -0.108
H 0.7586 -2.7245 1.2974 0.007 0.011 0.000 -0.344
H 5.6584 -3.6254 -2.3580 -0.009 0.004 -0.003 0.303
H 6.3630 3.4333 -4.7097 -0.001 0.000 0.000 0.383
C 2.0032 0.9158 -2.0466 -0.092 0.159 -0.248 0.095
H -3.3490 3.6643 4.0789 0.001 0.005 0.002 0.397
H 4.9246 2.7352 -2.8263 0.000 0.003 0.001 0.465
C 0.2816 -3.8832 4.4391 0.005 -0.006 -0.012 -0.729
C -6.5405 -0.8987 -1.5835 0.004 0.006 -0.014 -0.498
C 3.2217 0.1560 1.5600 0.064 -0.076 -0.035 0.385
S -1.9269 2.5338 -1.4174 0.116 0.026 0.045 1.082
H 0.6517 2.9419 2.7831 0.005 -0.003 0.002 0.278
C 0.5238 -3.8975 3.0753 -0.017 0.009 0.016 -0.721
O -3.2238 2.1698 -0.9262 0.022 0.060 0.000 -0.605
C -1.5092 4.1905 -0.9384 -0.023 0.062 0.020 0.144
W 0.8613 0.2470 -0.4721 -0.190 -0.432 0.104 2.779
C -1.3100 3.4363 3.4515 -0.006 0.025 0.005 -0.569
P 0.5940 0.0591 2.1068 -0.206 0.008 -0.184 1.264
C -3.8963 -1.2937 -0.7849 -0.038 -0.035 -0.013 0.231
C 5.4642 2.8611 -4.9019 0.005 0.005 0.003 -0.527
H 2.2556 0.8254 -5.5649 -0.001 0.000 0.001 0.497
H 6.2758 -1.3448 -1.9921 0.004 0.016 0.017 0.393
C -0.4026 6.5279 -0.0424 -0.021 0.053 -0.003 -0.812
N 4.0534 -3.4399 -0.9926 -0.014 0.025 -0.023 -0.159
H -1.0731 4.4874 3.5579 0.002 0.003 0.002 0.445
H -2.1286 -0.3107 3.0814 -0.002 0.022 -0.029 0.200
O -2.0332 -0.5780 0.6119 -0.124 -0.151 0.056 0.402
H 5.9277 -1.4320 -0.2446 -0.015 -0.020 0.020 0.293
C 0.2481 5.3350 0.2403 0.027 -0.052 -0.017 -0.367
H -4.1991 0.4792 0.4110 -0.039 -0.132 -0.036 0.245
C -0.6146 1.1979 2.8602 0.029 0.050 0.034 0.616
C -2.8697 1.6236 3.6171 0.016 -0.036 0.006 -0.549
H 2.5455 0.3064 3.6153 -0.027 -0.031 -0.002 0.496
C 0.1616 -1.4838 4.3958 0.001 -0.016 0.036 -0.443
C -2.3801 -2.8954 0.3860 0.036 0.068 -0.025 -0.406
C 0.0981 -2.6744 5.1002 0.013 0.019 -0.005 -0.808
H 1.1770 5.3139 0.7948 -0.001 -0.008 -0.002 0.530
C -2.3869 -5.2899 1.8139 0.007 -0.001 -0.017 -0.597
C 5.4610 -3.2730 -1.3420 -0.001 0.007 0.002 -0.587
C -5.9442 -0.0251 -0.6921 0.011 -0.044 -0.012 -1.184
C -2.4544 -1.5469 -0.3317 0.013 0.049 0.092 3.389
H -2.0760 7.4896 -0.9723 -0.002 -0.002 -0.001 0.422
S 1.6848 -2.2093 -1.0700 0.037 0.136 0.098 -0.256
C -1.5934 6.5438 -0.7649 0.028 0.000 0.012 -0.585
C 4.6616 2.4700 -3.8424 -0.009 -0.012 -0.004 -0.435
H 0.2318 -4.8131 4.9913 0.003 0.001 -0.001 0.409
C -5.8143 -1.9776 -2.0729 0.002 -0.023 -0.011 -0.893
C 3.4980 1.7300 -4.0719 0.004 0.008 -0.032 0.246
H 0.0202 7.4629 0.3005 0.002 -0.006 0.000 0.436
C -4.5041 -2.1771 -1.6754 -0.020 0.017 -0.002 -0.515
H 3.9288 -0.3575 -1.3568 -0.026 0.030 -0.081 -0.054
H 2.2676 1.7221 2.5686 -0.003 -0.006 0.032 0.310
C -2.1671 5.3662 -1.2308 -0.001 -0.016 0.003 -0.800
C -1.8941 0.7407 3.1807 0.018 -0.033 0.036 -0.374
H -3.8576 1.2506 3.8557 0.000 0.004 -0.002 0.477
C -3.1190 -3.0175 1.5619 0.041 0.015 0.025 -0.394
C -1.6475 -5.1719 0.6500 -0.039 0.004 -0.046 -1.005
H -6.4948 0.8227 -0.3053 -0.002 0.000 0.005 0.446
H 0.0230 -0.5441 4.9177 -0.007 0.000 -0.012 0.473
O 1.2272 2.3484 0.3088 -0.028 -0.153 0.088 -0.846
C 3.1565 1.3968 -5.3857 0.002 0.004 -0.001 -0.443
C -1.5227 -1.4956 -1.5698 -0.267 -0.112 -0.129 -1.455
C 5.6041 -1.7494 -1.2384 0.033 0.004 -0.032 -0.571
C -0.3313 4.1637 -0.2139 -0.054 0.094 0.007 0.058
C -0.3309 2.5546 3.0152 -0.021 -0.010 -0.017 -0.854
O 2.7400 0.2191 0.3405 -0.085 -0.018 -0.044 -0.573
H -2.3932 -6.2226 2.3639 0.003 0.003 0.002 0.425
O 4.3492 -0.2030 1.8084 -0.017 0.000 -0.001 -0.695
O -1.6111 2.3376 -2.7958 -0.111 -0.035 0.012 -0.703
H 6.1069 -3.8020 -0.6452 0.003 -0.003 -0.006 0.322
H 3.5686 -4.3199 -1.0103 0.005 -0.004 0.019 0.242
C 0.3988 -1.4951 3.0206 -0.044 -0.002 0.001 0.633
O -0.5563 -0.5953 -1.4654 0.424 0.248 0.390 -0.190
H -7.5646 -0.7436 -1.8974 -0.006 -0.002 -0.004 0.403
```
Positions in Å, forces in eV/Å.

**LUMO**: -0.209 eV
**Relative energy (zero: lowest compared OMol25 entry of this formula, charge and spin)**: 0.4581 eV
**Largest force on an atom**: 0.97 eV Å⁻¹
**Total charge**: 0

2.
Entry from the OMol25 dataset: a 3-piece molecular cluster, C11H18BrF6IO6P2 overall (ωB97M-V with the def2-TZVPD basis set).

Structure (XYZ):
```
45
Properties=species:S:1:pos:R:3:forces:R:3:nbo_charge:R:1
H -0.4116 2.6203 4.4013 0.134 0.113 -0.046 0.198
C -0.6861 -3.0845 0.4221 -0.307 -0.190 0.008 0.692
O -0.5108 2.3776 -3.8825 0.012 0.172 -0.435 -0.529
F 4.0534 2.7203 5.6456 -0.101 0.246 -0.047 -0.308
C -2.5026 -4.5531 0.6382 -0.424 -0.268 -0.128 -0.078
P -0.0496 -0.0650 -4.8371 0.100 0.123 0.706 0.188
C -1.1039 1.4781 -4.7822 -0.128 -0.052 0.428 -0.352
H -1.8242 2.3199 -2.2874 -0.405 0.033 -0.200 0.168
O -1.2359 -4.0640 1.1231 0.117 0.090 0.088 -0.476
H -3.2759 -5.9425 -0.8054 -0.030 0.003 0.031 0.224
C 0.2312 1.7979 4.7114 -0.429 -0.265 -0.148 -0.079
H 1.1483 0.0272 3.9039 -0.072 -0.054 0.047 0.219
H -2.0958 1.2049 -4.4415 -0.355 -0.202 0.036 0.199
H -2.9636 -5.0486 1.4891 0.147 0.027 0.108 0.198
C 0.4814 0.8253 3.5797 0.278 0.108 -0.032 -0.638
H -0.2519 3.7896 -1.3748 -0.019 0.350 0.085 0.210
Br -0.4153 1.0798 -8.1597 0.094 -0.030 0.150 -0.269
H 2.3385 0.1056 -5.9093 0.132 0.193 -0.269 0.502
O 1.4665 2.3163 5.2420 0.102 0.097 0.085 -0.477
I -1.6055 -1.8669 -4.2678 0.110 0.178 -0.299 -0.081
C -0.7985 2.0634 -2.5421 0.244 0.085 0.770 -0.069
H -0.4560 0.3847 3.2452 -0.038 0.004 0.039 0.223
H 1.0902 2.9468 -2.1269 0.426 -0.012 -0.047 0.222
C 0.1442 2.8179 -1.6267 -0.362 -0.067 -0.321 -0.622
H -1.2110 1.9492 -5.7473 0.256 0.104 -0.295 0.234
C 3.3034 3.7685 5.2729 0.296 0.074 0.053 0.898
O -1.1304 -2.5659 -0.5576 0.075 0.136 -0.054 -0.540
C 0.6327 -2.6516 1.0823 0.439 0.068 0.047 0.899
F 2.9820 4.4707 6.3733 0.085 -0.125 -0.172 -0.310
C -2.3156 -5.5248 -0.5067 0.259 0.064 -0.066 -0.639
H -0.2526 1.2958 5.5459 0.149 0.030 0.118 0.196
H -3.1377 -3.7150 0.3557 0.130 0.106 -0.051 0.199
H -0.6921 0.9992 -2.3352 0.103 -0.357 -0.305 0.169
H 0.9500 1.3227 2.7312 -0.066 0.044 -0.021 0.224
O 2.0780 -0.0463 -6.8335 -0.110 -0.012 0.512 -0.986
H -1.8697 -5.0332 -1.3706 -0.064 0.048 -0.013 0.225
F 1.3447 -1.8871 0.2540 -0.166 -0.122 0.176 -0.299
H 0.2785 2.2447 -0.7234 0.159 -0.057 0.404 0.212
C 2.0217 3.3069 4.5590 -0.321 -0.207 0.006 0.692
F 0.3727 -1.9387 2.1951 0.045 -0.177 -0.194 -0.316
P 0.5205 -0.5534 -6.9010 -0.254 -0.476 -0.905 0.804
O 1.6036 3.8108 3.5603 0.097 0.108 -0.051 -0.540
H -1.6545 -6.3392 -0.2104 -0.067 -0.046 0.048 0.218
F 4.0296 4.5465 4.4710 -0.117 -0.132 0.187 -0.299
F 1.3795 -3.7107 1.4265 -0.155 0.245 -0.034 -0.306
```
Positions in Å, forces in eV/Å.

**LUMO**: -0.403 eV
**Largest force on an atom**: 1.05 eV Å⁻¹
**Total charge**: 0
**SMILES string**: CCOC(=O)C(F)(F)F.CCOC(=O)C(F)(F)F.CCOCP(I)#P(O)Br

In Ha, the gap between HOMO and LUMO values for the records above are, in order, 0.248 0.306.